The following is a quantum chemistry calculation of a structure of composition C46H109BCrF4N5O11 at a distorted geometry, from the OMol25 dataset.

```
177
Properties=species:S:1:pos:R:3:lowdin_spin:R:1
Cr -0.88940 0.96390 -0.08730 2.917
C 2.52770 -5.34405 -4.78923 0.000
C 1.08321 -5.22959 -5.30521 0.000
N 0.67081 -3.80726 -5.82593 0.000
C 0.72225 -2.74329 -4.64021 0.000
C 1.72622 -3.42543 -6.97491 0.000
C 1.86393 -4.50169 -8.17578 0.000
C -0.75643 -3.89016 -6.54026 0.000
C -1.90567 -4.12409 -5.56545 0.000
O -2.40094 -2.85125 -5.09562 0.000
C -2.84651 -2.96638 -3.76470 0.000
H 2.67167 -5.88641 -3.85477 0.000
H 2.94507 -4.36194 -4.56705 0.000
H 3.15427 -5.67300 -5.61828 0.000
H 0.35313 -5.39837 -4.51364 0.000
H 0.96135 -5.94359 -6.11973 0.000
H 1.80308 -2.74914 -4.49925 0.000
H 0.12766 -3.03182 -3.77341 0.000
H 0.28168 -1.83348 -5.04795 0.000
H 2.70167 -3.08870 -6.62387 0.000
H 1.32061 -2.53459 -7.45447 0.000
H 0.88155 -4.65755 -8.62157 0.000
H 2.19478 -5.49287 -7.86559 0.000
H 2.55968 -4.15379 -8.93930 0.000
H -0.75497 -4.59823 -7.36894 0.000
H -0.96667 -2.89607 -6.93482 0.000
H -1.69199 -4.78821 -4.72797 0.000
H -2.61266 -4.79448 -6.05415 0.000
H -3.13629 -1.99484 -3.36436 0.000
H -1.99151 -3.31697 -3.18663 0.000
H -3.65655 -3.69559 -3.77751 0.000
C 3.55999 1.07683 3.12434 0.000
C 4.32663 -0.17104 3.62876 0.000
N 5.66130 -0.57660 2.93905 0.000
C 6.62342 0.55740 3.28695 0.000
C 6.27822 -1.87100 3.58193 0.000
C 6.76873 -1.77093 5.02458 0.000
C 5.49736 -0.79226 1.42548 0.000
C 4.21566 -1.62657 1.08346 0.000
O 4.24237 -2.96532 1.66997 0.000
C 3.04192 -3.65558 1.38677 0.000
H 2.71290 1.29152 3.77583 0.000
H 3.24962 1.17228 2.08383 0.000
H 4.17330 1.96520 3.27513 0.000
H 3.70695 -1.06775 3.63269 0.000
H 4.51170 -0.04726 4.69577 0.000
H 6.22482 1.36502 2.67295 0.000
H 7.62862 0.27153 2.97719 0.000
H 6.63522 0.89426 4.32352 0.000
H 7.16834 -2.09077 2.99246 0.000
H 5.46141 -2.58725 3.49298 0.000
H 7.71287 -1.24903 5.18052 0.000
H 6.82221 -2.82269 5.30570 0.000
H 5.98527 -1.27456 5.59720 0.000
H 6.42656 -1.23535 1.06720 0.000
H 5.50145 0.17995 0.93263 0.000
H 4.25638 -1.74201 0.00035 0.000
H 3.31530 -1.09566 1.39259 0.000
H 2.65063 -3.49716 0.38184 0.000
H 2.22369 -3.47795 2.08466 0.000
H 3.33404 -4.67811 1.62590 0.000
C -1.83717 1.02079 -4.80549 0.000
C -2.60598 2.36274 -4.67793 0.000
N -1.88764 3.60116 -5.32046 0.000
C -0.67433 3.95269 -4.45929 0.000
C -1.25984 3.15724 -6.70024 0.000
C -2.34556 2.73035 -7.68065 0.000
C -2.95388 4.73591 -5.45179 0.000
C -2.46357 6.01769 -6.04363 0.000
O -1.32521 6.60576 -5.42385 0.000
C -1.01499 7.79602 -6.06017 0.000
H -2.37022 0.18983 -4.34346 0.000
H -0.86565 1.03835 -4.31159 0.000
H -1.63224 0.65938 -5.81319 0.000
H -2.85145 2.58616 -3.63970 0.000
H -3.60077 2.22137 -5.10043 0.000
H -1.08381 4.35320 -3.53191 0.000
H 0.03786 4.61562 -4.95061 0.000
H -0.03770 3.09199 -4.25435 0.000
H -0.52877 2.36310 -6.54866 0.000
H -0.68178 4.00111 -7.07683 0.000
H -3.05329 2.00490 -7.27947 0.000
H -1.75976 2.31588 -8.50110 0.000
H -2.99004 3.51327 -8.08039 0.000
H -3.37461 4.80901 -4.44891 0.000
H -3.80103 4.31405 -5.99258 0.000
H -3.23012 6.75289 -5.79872 0.000
H -2.48660 5.92215 -7.12920 0.000
H -1.87542 8.45985 -6.14437 0.000
H -0.67673 7.71317 -7.09304 0.000
H -0.32964 8.26724 -5.35565 0.000
C -0.35952 -7.93779 2.67705 0.000
C -1.55287 -7.36429 3.30025 0.000
N -1.76649 -5.85204 3.04581 0.000
C -3.04073 -5.35812 3.81664 0.000
C -0.55089 -4.98370 3.48807 0.000
C -0.28075 -4.99093 4.97579 0.000
C -2.11344 -5.73348 1.52233 0.000
C -2.17615 -4.30749 0.90160 0.000
O -3.25682 -3.59696 1.47225 0.000
C -3.59597 -2.49767 0.62957 0.000
H 0.61249 -7.58286 3.01956 0.000
H -0.41639 -7.90151 1.58914 0.000
H -0.36309 -9.02569 2.74452 0.000
H -1.70469 -7.50981 4.36978 0.000
H -2.41639 -7.92787 2.94696 0.000
H -3.91786 -5.88591 3.44220 0.000
H -3.13091 -4.28727 3.63433 0.000
H -2.93179 -5.63997 4.86392 0.000
H -1.00306 -4.05102 3.15079 0.000
H 0.28749 -5.12464 2.80589 0.000
H -0.13293 -5.96121 5.44992 0.000
H -1.16038 -4.49829 5.39010 0.000
H 0.66449 -4.49657 5.19991 0.000
H -3.06535 -6.23519 1.34836 0.000
H -1.39194 -6.35416 0.99102 0.000
H -2.31081 -4.38500 -0.17728 0.000
H -1.29820 -3.70092 1.12380 0.000
H -2.87710 -2.22737 -0.14391 0.000
H -3.74253 -1.60216 1.23347 0.000
H -4.54770 -2.70633 0.14094 0.000
C 0.38966 4.45279 3.74802 0.000
C -0.41767 4.40675 5.10353 0.000
N -1.22295 5.75001 5.40680 0.000
C -0.28271 7.03375 5.45307 0.000
C -2.34022 5.92807 4.31662 0.000
C -3.40823 7.04241 4.63626 0.000
C -1.72161 5.66245 6.89991 0.000
C -0.68594 5.88916 8.04143 0.000
O 0.26934 4.86284 8.00637 0.000
C 1.23180 4.75362 9.03270 0.000
H -0.36639 4.50773 2.96477 0.000
H 0.93286 3.51779 3.61092 0.000
H 1.10451 5.26564 3.62005 0.000
H 0.23118 4.31540 5.97459 0.000
H -1.12963 3.58507 5.18140 0.000
H -0.90465 7.87189 5.76744 0.000
H 0.02068 7.21327 4.42165 0.000
H 0.55018 6.83198 6.12663 0.000
H -2.75124 4.92416 4.21027 0.000
H -1.77821 6.28368 3.45304 0.000
H -4.01308 6.83717 5.51952 0.000
H -4.15570 7.19356 3.85745 0.000
H -3.03891 8.06247 4.74192 0.000
H -2.18579 4.68093 6.99611 0.000
H -2.60441 6.23343 7.18756 0.000
H -1.14659 5.79754 9.02504 0.000
H -0.26902 6.89587 8.06999 0.000
H 0.72977 4.25902 9.86422 0.000
H 1.55248 5.68255 9.50424 0.000
H 2.08953 4.11887 8.81019 0.000
B -0.69833 3.49669 -1.09754 0.002
F 0.41081 3.91519 -1.83204 0.001
F -0.33656 3.12921 0.23855 0.036
F -1.77395 4.29250 -1.08603 0.001
F -1.02583 2.28573 -1.67438 0.011
C -4.95552 0.91624 -0.81104 0.001
C -3.51358 1.06628 -0.48962 0.011
O -3.03920 1.81113 0.38601 0.039
O -2.68626 0.40840 -1.07948 0.020
H -5.11516 0.28700 -1.68663 0.001
H -5.23910 1.94263 -1.04390 0.001
H -5.41976 0.56956 0.11221 0.000
C -0.27088 -0.80837 3.54404 -0.001
C -0.55449 -0.10625 2.23787 0.007
O -0.88323 -0.68687 1.23193 -0.025
O -0.48003 1.13141 2.05792 0.005
H 0.40333 -0.24704 4.19091 0.000
H 0.19374 -1.72241 3.17422 0.000
H -1.19080 -1.04383 4.07921 0.000
C 2.53580 -0.48781 -1.99917 -0.001
C 1.26523 0.13018 -1.43481 0.003
O 1.27838 0.82405 -0.40764 -0.023
O 0.12144 -0.28446 -1.66877 -0.005
H 3.38525 -0.13648 -1.41345 0.000
H 2.62190 -0.08198 -3.00714 0.000
H 2.53048 -1.57747 -1.97240 0.000
```

2S+1   4
E_HOMO (alpha / beta)   -15.448 / -15.950 eV
Kohn-Sham gap (alpha / beta)   7.832 / 8.904 eV
Charge   +4
⟨S²⟩   3.78